No. 1
ORCA calculation (wB97M-V/def2-TZVPD) on 2 unconnected molecules or ions with the total composition C3H11NS in a non-equilibrium geometry.

As for the HOMO-LUMO gap: 9.2317 eV. The calculation puts the total energy at -15613.14376 eV. As for the lowest unoccupied orbital energy: 0.035 Ha. As for the SMILES: CNC.CS.

```
16
Properties=species:S:1:pos:R:3:lowdin_charge:R:1
C -0.44 -0.60 -1.77 -0.138
N 0.05 -1.06 -0.42 -0.195
C -1.17 -1.34 0.37 -0.160
H -0.70 -1.47 -2.60 0.129
H -1.31 -0.04 -1.54 0.035
H 0.26 0.11 -2.19 0.045
H 0.58 -1.87 -0.49 0.058
H -1.74 -0.39 0.47 0.076
H -0.78 -1.71 1.35 0.087
H -1.90 -2.07 0.07 0.058
C 0.97 2.12 1.39 -0.414
S 2.14 0.67 1.12 0.613
H 0.51 2.04 2.38 0.025
H 1.49 3.00 1.33 -0.025
H 0.12 2.09 0.71 0.020
H 1.90 0.53 -0.16 -0.214
```

***

No. 2
ORCA calculation (wB97M-V/def2-TZVPD) on 2 unconnected molecules or ions with the total composition C3H11NS in a non-equilibrium geometry.

As for the HOMO-LUMO gap (spin up / spin down): 10.7758 / 7.2300 eV. The calculation puts the total energy at -15606.81229 eV. As for the lowest unoccupied orbital energy (spin up / spin down): -0.113 / -0.229 Ha. Its total charge is +1. As for the spin multiplicity: 2.

```
16
Properties=species:S:1:pos:R:3:lowdin_charge:R:1
C 2.21 0.58 -0.41 -0.500
S 1.28 -0.75 -1.19 0.707
H 3.07 0.91 -0.99 0.035
H 2.59 0.29 0.57 0.045
H 1.60 1.47 -0.26 0.029
C -0.82 0.06 1.93 -0.003
N -1.33 -0.18 0.56 -0.096
C -2.18 0.93 -0.01 0.003
H -1.45 -0.48 2.63 0.108
H -0.87 1.12 2.16 0.105
H 0.20 -0.31 1.97 0.092
H -0.53 -0.33 -0.14 -0.007
H -1.89 -1.01 0.42 0.169
H -1.53 1.78 -0.22 0.101
H -2.59 0.60 -0.96 0.105
H -2.93 1.19 0.73 0.106
```

***

No. 3
ORCA calculation (wB97M-V/def2-TZVPD) on 2 unconnected molecules or ions with the total composition C3H11NS2 in a non-equilibrium geometry.

As for the HOMO-LUMO gap (spin up / spin down): 3.4549 / 7.2698 eV. The calculation puts the total energy at -26449.18494 eV. As for the lowest unoccupied orbital energy (spin up / spin down): 0.132 / 0.132 Ha. Its total charge is -1. As for the spin multiplicity: 2.

```
17
Properties=species:S:1:pos:R:3:lowdin_charge:R:1
C -2.73 0.39 1.43 -0.569
S -2.09 -0.93 0.36 0.111
S -2.35 -0.02 -1.62 -0.066
H -2.19 1.31 1.18 0.003
H -2.57 0.14 2.46 -0.012
H -3.77 0.55 1.20 -0.002
H -1.21 0.67 -1.77 -0.303
C 1.17 -0.51 -1.31 -0.146
C 2.02 0.21 -0.25 -0.366
N 1.74 -0.28 1.10 -0.020
H 0.12 -0.42 -1.03 -0.055
H 1.23 0.02 -2.26 0.063
H 1.45 -1.54 -1.48 0.063
H 3.09 0.21 -0.55 0.087
H 1.68 1.26 -0.33 0.102
H 2.39 0.20 1.73 0.053
H 2.02 -1.25 1.14 0.059
```